Entry from the OMol25 dataset: a molecular structure, C48H60N12O4P (ωB97M-V with the def2-TZVPD basis set).

Geometry as XYZ:
```
125
Properties=species:S:1:pos:R:3:forces:R:3
C 0.657160 3.426088 3.524992 -2.507 -3.071 0.678
H 1.890160 -2.053912 0.841992 3.099 -1.755 -1.713
C -0.324840 -3.051912 3.718992 2.958 2.592 2.198
C 0.024160 3.612088 4.742992 -0.031 -4.682 -2.912
C -3.986840 4.268088 0.631992 1.725 -9.487 -6.976
N -3.091840 -1.005912 -1.454008 1.584 0.926 1.986
H 2.112160 6.155088 -1.311008 1.026 0.613 -0.570
H -0.965840 -4.024912 -4.889008 -0.822 -0.977 -0.354
C -4.143840 3.884088 -0.889008 -0.445 1.961 1.279
N 0.494160 -1.865912 -2.989008 -0.531 -0.442 0.826
C -3.959840 -2.094912 -1.023008 2.068 3.080 -2.046
H -1.324840 0.726088 3.528992 1.700 2.203 1.517
C -3.293840 3.168088 1.153992 -1.378 2.040 -5.967
O 0.448160 -1.414912 0.760992 1.418 6.263 -0.189
C -3.488840 2.621088 -1.189008 -2.237 8.075 6.624
H 0.301160 -1.656912 2.116992 0.117 -0.622 3.076
H 1.020160 -1.310912 6.287992 -0.511 -1.202 -0.414
H 5.848160 2.874088 2.061992 -0.937 -1.480 -0.003
H -4.111840 5.090088 1.067992 -1.634 6.682 3.331
P -0.004840 -0.011912 0.134992 -0.258 -2.844 -2.008
C 4.961160 0.630088 2.326992 -0.695 3.792 0.084
H 5.130160 -3.811912 -1.616008 -1.048 0.292 2.007
H 1.901160 1.322088 1.255992 3.383 -1.477 2.358
C 4.374160 -4.118912 0.617992 1.005 -1.601 0.978
C -0.667840 1.657088 3.914992 -1.418 -4.066 -4.172
C 4.692160 0.981088 -2.179008 1.504 2.367 -2.378
C 0.887160 -1.206912 4.207992 1.377 0.325 -1.671
H 1.569160 0.291088 -1.941008 2.268 1.390 -0.169
C 2.733160 1.514088 -3.323008 3.076 -0.864 1.591
H 1.643160 -0.395912 3.965992 -1.572 -0.845 0.477
N -0.441840 1.300088 -3.411008 0.918 -0.839 0.608
N 2.533160 0.728088 -2.228008 -2.981 -0.372 1.025
H 0.102160 4.342088 5.404992 0.683 3.319 2.602
H -2.472840 -3.614912 1.226992 1.889 -0.498 -0.981
H -2.877840 3.106088 2.073992 1.391 -0.894 2.561
C 0.642160 -1.823912 5.372992 -0.268 -1.515 1.685
H -6.327840 -0.364912 2.707992 -6.639 0.971 0.842
C -0.077840 4.288088 0.423992 0.222 3.434 -1.409
C -0.739840 2.391088 5.016992 1.791 3.019 -1.632
H -4.633840 4.701088 -1.540008 0.764 -1.918 0.624
H 2.250160 -1.092912 -4.017008 -1.242 -1.139 -0.244
C -0.467840 2.635088 -3.313008 -0.402 1.556 -2.507
C -0.651840 3.157088 -4.664008 -0.019 -2.537 1.098
C 4.103160 1.726088 -3.409008 -3.752 -6.110 8.508
H 3.217160 3.328088 1.347992 0.623 -1.083 0.635
H 0.403160 1.819088 1.919992 -1.192 0.600 3.233
H -0.492840 -3.826912 5.775992 -0.117 -0.060 -0.035
H -2.175840 -6.114912 0.536992 -3.336 -3.561 1.187
H -1.277840 -2.973912 -2.363008 0.725 -0.088 -0.875
C 3.711160 2.408088 1.755992 -0.784 -0.583 -0.478
H 4.916160 -4.840912 1.255992 0.354 0.141 -1.362
C -0.393840 -3.317912 -4.370008 3.082 -0.811 -4.352
C 3.651160 0.229088 2.264992 2.089 -3.722 0.321
H -2.408840 -0.432912 -0.760008 -1.793 -2.014 -1.959
H -1.020840 4.130088 1.034992 1.751 -0.610 -1.053
H -0.972840 -3.612912 3.220992 -2.149 -2.342 -2.637
C -0.105840 -3.124912 5.058992 1.191 3.350 1.130
H 0.736160 2.289088 0.057992 0.311 3.929 -1.072
C 3.426160 -2.636912 -0.795008 -0.215 -0.293 2.099
C -4.664840 -0.142912 1.585992 3.971 -3.548 3.914
H -5.417840 -3.266912 -2.021008 0.612 0.643 -1.018
C -0.568840 0.869088 -4.708008 0.261 -1.780 -0.809
O 0.589160 1.212088 0.728992 1.821 -0.680 1.406
H 0.264160 -6.503912 -0.715008 -1.471 0.698 -0.121
C -4.650840 -2.472912 -2.133008 1.474 1.131 -0.510
H -0.006840 6.541088 0.219992 -0.401 -0.054 0.041
N -0.426840 -3.531912 0.246992 0.145 2.903 0.658
H -0.026840 0.832088 -2.516008 -1.586 0.122 -2.009
O -1.465840 0.137088 0.195992 -1.869 -0.073 1.489
N 0.820160 3.451088 -0.147008 0.997 -5.270 0.580
H -2.151840 -1.404912 3.271992 -0.962 0.934 -0.054
H 3.704160 -0.223912 -0.520008 -0.513 2.492 -2.468
H 0.338160 -1.052912 -2.323008 0.361 -1.957 -0.611
C 0.838160 -2.744912 -4.981008 0.309 1.094 1.987
N 2.962160 1.213088 1.856992 -5.657 6.929 -3.250
N 0.339160 -1.951912 3.197992 -0.990 -0.119 -1.747
C 3.632160 0.543088 -1.463008 0.921 -3.010 1.377
C 3.324160 -3.557912 1.291992 1.298 -1.407 1.423
H 5.794160 0.077088 2.367992 2.767 -2.223 0.778
C -5.393840 -0.519912 2.625992 7.941 -2.848 3.757
C -0.507840 -2.883912 -3.161008 0.102 4.196 3.973
H 1.346160 -4.316912 -1.021008 -2.004 0.981 1.723
H 1.456160 3.917088 3.090992 1.139 1.083 -0.989
H 2.776160 3.610088 -1.373008 -1.338 -0.712 1.046
H -3.522840 2.147088 -2.059008 0.619 -2.495 -3.096
H -2.375840 1.415088 0.164992 -1.450 3.189 -0.079
C 1.385160 -1.820912 -4.036008 -1.807 -1.238 -0.915
H -2.552840 0.104088 -3.379008 -0.591 -1.254 1.034
H -0.892840 1.877088 -6.888008 0.565 0.037 4.558
O 0.317160 0.049088 -1.327008 0.373 -0.671 0.157
C 0.326160 5.548088 -0.037008 2.936 -0.640 -0.897
C 1.912160 4.028088 -0.791008 -0.299 -0.721 -0.844
C -4.053840 -1.621912 -3.262008 -2.115 -1.923 1.005
C -0.369840 -5.593912 -0.503008 2.005 -0.408 0.385
H 4.521160 2.200088 -4.082008 4.377 4.626 -6.252
H 1.354160 -3.044912 -5.870008 -0.139 -0.169 -0.453
H 1.919160 1.989088 -3.759008 -1.158 0.421 -1.231
C -1.577840 -5.408912 0.220992 3.114 1.995 -1.569
C 4.456160 -3.579912 -0.707008 0.001 0.362 -1.179
H 0.146160 -2.397912 0.527992 -2.784 -3.270 -1.490
H -0.809840 4.205088 -4.889008 0.110 -0.232 -0.197
H -5.043840 0.320088 0.844992 -1.769 3.053 -5.677
H 3.162160 -0.755912 2.407992 0.842 0.670 -0.196
C -3.103840 -0.716912 -2.842008 -2.085 -1.949 2.041
H -1.415840 2.287088 5.750992 -2.117 -0.546 2.598
C -4.392840 -1.143912 3.672992 0.593 2.072 -1.692
C -1.617840 -4.109912 0.636992 -0.149 0.739 0.579
N -3.328840 -0.549912 1.780992 -0.046 2.321 -2.569
H 3.039160 -3.803912 2.351992 -0.044 0.646 -1.461
C 1.680160 5.328088 -0.832008 -4.825 2.585 2.752
N 0.183160 2.161088 2.963992 1.018 3.147 1.352
H -3.895840 -2.451912 -0.008008 -0.172 0.208 -0.095
H -4.456840 -1.445912 4.766992 -0.331 0.441 -1.799
H 3.198160 -1.851912 -1.554008 -0.034 -1.328 0.848
H -2.428840 -0.421912 1.236992 -1.812 0.367 -0.212
C 5.016160 2.106088 2.056992 -0.271 -1.180 0.057
C -3.124840 -0.917912 3.000992 -2.063 -4.081 4.408
C 0.335160 -4.365912 -0.435008 0.340 -3.765 -1.859
H -0.495840 -0.214912 -4.963008 -0.101 1.071 0.466
N -2.932840 2.411088 0.036992 2.320 -6.546 1.796
H 5.787160 0.871088 -1.911008 -1.619 0.315 -0.346
H -0.286840 2.991088 -2.264008 -0.353 0.497 -1.513
C -0.726840 1.907088 -5.591008 -0.268 2.950 -0.656
N 2.785160 -2.676912 0.499992 -3.408 4.219 -1.808
H -4.491840 -1.870912 -4.185008 0.087 0.442 -1.551
```
Positions in Å, forces in eV/Å.

Its total charge is -3.

Entry from the OMol25 dataset: a molecular structure, C48H62Cl2O3PSiTeTl (ωB97M-V with the def2-TZVPD basis set).

Geometry as XYZ:
```
119
Properties=species:S:1:pos:R:3:forces:R:3
H 3.303027 0.769640 -1.274979 0.084 0.096 -0.095
H 3.226690 3.318141 0.521947 -0.022 -0.010 0.021
H 0.627254 2.172260 5.483113 0.057 0.055 0.026
C -3.273205 -2.759339 -2.504753 0.217 0.937 0.546
H -1.991944 5.325730 -2.771106 -0.087 0.035 -0.062
Te -5.276609 1.244279 -0.496128 0.001 0.590 0.554
H 1.754098 5.112611 1.215095 0.144 0.028 0.007
H 2.328715 -2.746168 3.188430 0.144 0.005 0.013
H -0.372652 4.855863 -2.250001 0.079 0.043 0.059
H -1.089949 3.023338 2.992311 -0.226 0.139 0.086
H 3.810648 0.588298 2.434683 0.028 0.005 0.162
H 0.027305 -3.381027 -1.524466 -0.214 0.042 -0.157
C 1.042747 2.062358 0.533257 -0.128 -0.166 0.434
H 0.040314 -0.150735 4.666013 0.042 0.023 -0.073
H -0.036552 4.346480 -0.236915 -0.085 0.000 0.015
Cl -4.166514 -0.905247 -1.542069 0.216 -1.191 -0.904
O -4.529831 1.268520 1.377967 -0.924 -0.675 -0.125
C 0.436389 -3.070227 5.960354 0.064 0.082 0.156
C -1.079228 -4.749618 1.043066 -0.030 0.467 -0.012
C 0.752614 0.793797 -4.939031 -0.095 0.073 0.151
H 4.315680 1.410343 0.960201 0.069 0.135 -0.068
C -3.083796 -5.884809 0.291863 -0.252 -0.197 -0.096
C -2.394242 -4.724090 0.596677 -0.039 0.230 0.005
H -1.632556 4.628759 -5.053764 -0.082 0.080 -0.018
H 0.467972 1.656693 -5.534070 0.028 0.097 -0.090
C 1.652257 2.609207 -0.717587 -0.088 0.083 -0.358
C -0.960819 3.832478 -4.724566 0.057 -0.194 0.154
C -0.363862 2.418339 2.480031 0.188 -0.138 -0.203
C 2.863659 3.257983 -0.496211 0.433 0.316 -0.120
H -1.056741 2.639612 5.218584 -0.096 0.153 0.018
C -1.672364 4.631163 1.148504 0.204 -0.174 -0.174
H -2.028395 -0.584894 3.537522 -0.105 -0.098 -0.104
H 0.535157 -6.054070 1.580758 0.098 -0.023 -0.007
H 0.039217 4.255900 -4.664356 0.088 0.053 -0.066
H -2.543096 1.093487 3.626812 -0.178 0.078 -0.098
C 3.139237 3.729600 -2.815536 0.405 0.234 0.080
H -1.556667 -0.771149 -4.945462 0.117 -0.091 -0.028
H 0.513100 -3.030049 7.040654 0.007 0.002 0.009
C -1.446012 3.324618 -3.366689 0.272 -0.083 0.165
H -0.213388 -0.861134 -2.105054 -0.015 -0.115 0.157
H -2.992390 -8.031443 0.210410 -0.024 0.031 0.001
H 1.758148 0.944314 -4.552745 0.108 0.000 -0.014
H -3.210057 2.268993 -2.653749 -0.218 0.039 0.026
H -1.841877 -3.470917 3.502657 -0.193 -0.074 0.010
H -2.660239 -2.465095 -3.351744 0.023 0.114 0.019
C -0.218003 4.264700 0.832709 0.015 0.155 0.097
C 1.558776 -2.891953 5.171142 0.221 0.045 0.142
C -1.392076 4.496910 -2.390174 0.120 -0.178 0.008
Si -0.101829 -3.111109 1.284207 0.272 -1.177 0.223
C 1.992860 -3.870225 -2.197017 0.022 -0.065 -0.177
C 1.524001 0.886934 1.134841 -0.114 -0.072 0.048
Cl -4.445443 -3.940767 -3.060454 -0.500 -0.370 -0.165
H 4.560493 4.304438 -1.298836 -0.010 0.002 -0.002
Tl -1.959389 0.474217 0.211285 -0.204 -0.041 0.556
H 1.924948 -0.333905 -1.267122 -0.090 -0.053 -0.176
H 0.661930 5.150048 2.600658 -0.021 -0.015 0.172
H -2.692373 -3.194379 -1.699991 0.094 -0.011 0.013
H -2.872720 -3.762280 0.481369 -0.151 0.145 -0.104
H 4.753958 -0.278464 1.216355 0.159 -0.096 -0.037
H 4.663819 -4.293319 -0.177136 -0.016 0.001 -0.013
H 2.439099 -0.994028 1.039090 0.006 0.083 -0.009
C -0.531670 0.727950 4.345534 -0.127 0.005 0.122
H 0.776680 -0.070836 -5.605731 0.011 -0.124 -0.055
H -3.132862 2.398144 -4.413108 -0.044 -0.067 -0.061
H -0.979025 3.057449 -5.485141 -0.007 -0.068 -0.112
H -2.468427 0.109830 5.108705 -0.039 -0.074 0.093
C 2.678019 0.011686 0.676131 0.153 0.135 -0.102
C 3.301866 -4.133206 -1.825268 0.152 0.003 -0.093
C 1.362237 -3.538152 0.121851 -0.011 0.189 0.585
H -2.325598 3.759659 1.083265 -0.258 0.032 -0.095
H 3.711627 4.143739 -3.637082 -0.014 0.014 -0.034
H -1.928374 0.932837 -5.114137 -0.096 0.123 -0.064
H 1.717496 -3.899651 -3.244031 -0.067 0.024 -0.029
C 3.971311 0.463049 1.366796 -0.178 -0.186 0.009
H -2.349602 0.069299 -3.622853 -0.243 -0.041 0.044
O -0.746986 -1.756388 0.917120 -0.581 0.585 -0.385
H -3.553469 3.803871 -3.444051 -0.054 0.105 0.007
C -1.603812 0.176344 -4.406686 -0.005 0.196 0.106
C 0.031216 1.211012 3.034727 0.268 -0.020 -0.001
C -0.486065 -5.997402 1.219933 0.119 0.014 0.081
H 2.523749 -2.709164 5.630095 0.015 0.013 0.025
C 2.678976 -3.801741 0.468834 0.170 -0.041 0.204
C 0.237852 -3.177327 3.162009 0.264 0.075 -0.512
C -0.880439 -3.327494 3.974704 -0.180 -0.055 0.000
H 1.333239 -0.723089 -2.967010 0.045 -0.033 0.076
C -1.990716 0.313824 4.149201 0.167 -0.013 0.073
H 2.969727 -3.789941 1.510393 0.075 -0.021 0.090
P -0.529335 1.860494 -2.449926 -0.243 0.181 -1.030
C -0.236544 0.508858 -3.809321 0.104 0.139 0.193
C 1.046727 -3.581697 -1.231964 -0.170 0.074 -0.126
C 0.985701 0.481769 2.354774 -0.059 0.209 -0.030
C -0.793053 -3.267377 5.353175 -0.137 -0.041 0.130
C -2.921929 2.916280 -3.482624 0.169 -0.230 0.109
H 4.048894 -4.364466 -2.576826 -0.002 0.013 0.019
C 1.447969 -2.930174 3.789605 0.280 -0.024 0.041
H 1.566529 3.082183 -4.068715 -0.023 -0.010 -0.101
C 1.143351 2.554958 -2.041380 0.186 0.128 0.030
C 0.253658 -0.745873 -3.082239 0.029 0.126 0.095
H -2.025453 5.406923 0.470149 -0.044 0.114 -0.037
H 0.013116 -1.633260 -3.667454 -0.050 -0.103 -0.118
C -0.397358 1.801814 5.429169 0.094 -0.201 -0.101
H -0.664312 1.389491 6.401197 -0.085 -0.014 0.114
C 0.720927 5.266040 1.520963 0.000 -0.125 -0.228
C 3.642211 -4.093261 -0.485075 0.302 -0.083 0.012
H -1.750160 5.021633 2.161366 -0.057 0.051 0.170
H 3.548423 -0.962442 -1.021825 0.084 -0.141 -0.064
O -3.398276 2.081202 1.621932 0.814 0.413 -0.214
H 1.338284 -0.441888 2.791078 0.003 -0.121 0.022
C 0.137790 2.859274 1.263808 0.005 0.034 0.025
H -1.682720 -3.366690 5.962341 -0.058 -0.022 -0.009
H 0.430184 6.285641 1.267072 -0.002 0.123 -0.027
C 1.925430 3.124019 -3.055561 -0.240 -0.198 0.142
C -1.170640 -7.167346 0.939274 0.164 -0.182 0.046
H -4.094129 -5.831529 -0.093365 -0.034 0.041 -0.003
H -1.805906 4.189519 -1.435398 -0.071 0.085 0.189
C 2.884565 -0.123427 -0.821254 -0.074 -0.129 0.220
H -0.688459 -8.128933 1.081627 0.023 0.008 0.002
C 3.616790 3.818459 -1.516157 -0.207 -0.177 -0.009
C -2.468518 -7.114108 0.456495 -0.115 -0.100 -0.015
```
Positions in Å, forces in eV/Å.

Its total charge is -2.

Number 1: strongest force on any atom 11.90 eV/A, orbital gap 0.2582 Ha, electronic energy -86096.01592 eV. Number 2: strongest force on any atom 1.51 eV/A, orbital gap 0.1565 Ha, electronic energy -111122.50665 eV.